Density functional theory data (ωB97M-V with the def2-TZVPD basis set) for 2 unconnected molecules or ions with the total composition C3H5N3O.

Output
Frontier orbital gap (spin up / spin down) (eV): 8.42 / 8.38
Highest occupied orbital energy (spin up / spin down) (Eh): -0.3132 / -0.3121
Spin multiplicity: 1

```
12
C3H5N3O ωB97M-V with the def2-TZVPD basis set
N 2.3762 0.9256 -0.3018
C 0.9002 -0.3941 -0.1552
C 0.1587 -1.6183 -0.0421
N -1.1906 -1.1767 0.1127
C -1.1453 0.1621 0.1096
O -2.1950 0.9841 0.1796
N 0.0472 0.6232 0.0006
H 2.5097 1.8896 -0.6932
H 2.1132 1.1473 0.6333
H 0.2840 -2.7085 -0.0145
H -2.0657 -1.6967 0.1302
H -1.7926 1.8623 0.0409
```

How positive or negative is each atom? The natural (NBO) charges in e answer that: atom 1 (N): -0.830, atom 2 (C): 0.333, atom 3 (C): -0.199, atom 4 (N): -0.549, atom 5 (C): 0.626, atom 6 (O): -0.659, atom 7 (N): -0.604, atom 8 (H): 0.378, atom 9 (H): 0.331, atom 10 (H): 0.235, atom 11 (H): 0.431, atom 12 (H): 0.506

Density functional theory data (ωB97M-V with the def2-TZVPD basis set) for a single C3H5N3O molecule.

Output
Frontier orbital gap (eV): 9.20
Highest occupied orbital energy (Eh): -0.3125
Spin multiplicity: 1

```
12
C3H5N3O ωB97M-V with the def2-TZVPD basis set
N -0.6941 -1.6940 1.3910
C 0.3036 -0.9934 1.1790
C 1.2596 -0.3755 0.5095
N 1.0313 0.7076 -0.3443
C -0.1526 1.0752 -0.9766
N -1.1922 0.1984 -0.8850
O -0.2153 2.1333 -1.5807
H -1.1691 -1.5502 2.2797
H 2.2862 -0.6998 0.6236
H 1.7745 1.3692 -0.4999
H -1.1879 -0.6766 -0.3752
H -2.0440 0.5059 -1.3212
```

How positive or negative is each atom? The natural (NBO) charges in e answer that: atom 1 (N): -0.637, atom 2 (C): 0.329, atom 3 (C): -0.196, atom 4 (N): -0.624, atom 5 (C): 0.776, atom 6 (N): -0.854, atom 7 (O): -0.649, atom 8 (H): 0.373, atom 9 (H): 0.241, atom 10 (H): 0.417, atom 11 (H): 0.414, atom 12 (H): 0.409

Density functional theory data (ωB97M-V with the def2-TZVPD basis set) for a single C3H5N3O molecule.

Output
Frontier orbital gap (eV): 8.21
Highest occupied orbital energy (Eh): -0.3047
Spin multiplicity: 1

```
12
C3H5N3O ωB97M-V with the def2-TZVPD basis set
N 0.8189 1.5617 -0.0619
C 0.5086 0.1347 -0.0782
C 1.6767 -0.5660 -0.2749
O 1.3043 -1.8504 -0.2053
N -0.0702 -1.9939 0.0253
C -0.5557 -0.7809 0.1210
N -1.9042 -0.5886 0.4431
H 0.4371 2.1403 -0.8156
H 0.6952 2.0511 0.8290
H 1.8502 1.3314 -0.2328
H -2.3798 0.0464 -0.1857
H -2.3811 -1.4857 0.4361
```

How positive or negative is each atom? The natural (NBO) charges in e answer that: atom 1 (N): -0.700, atom 2 (C): -0.255, atom 3 (C): -0.027, atom 4 (O): -0.320, atom 5 (N): -0.214, atom 6 (C): 0.286, atom 7 (N): -0.813, atom 8 (H): 0.409, atom 9 (H): 0.414, atom 10 (H): 0.463, atom 11 (H): 0.367, atom 12 (H): 0.390